[1]
Molecular formula: C6H7FN2
Method: DFT, ωB97M-V/def2-TZVPD

```
16
Properties=species:S:1:pos:R:3:forces:R:3
C -0.729 -1.167 -0.857 1.544 -0.173 -1.362
C 0.160 -0.294 -1.384 -1.560 -1.488 -0.297
C -1.304 0.495 0.701 -0.486 1.459 3.212
C 1.821 0.774 0.362 -1.684 1.213 -2.668
C -1.620 -0.918 0.273 -1.134 1.782 -0.794
C 0.305 0.984 -0.774 4.546 2.165 2.317
N -0.442 1.396 0.363 -2.643 -2.079 -0.951
N 1.837 -0.139 1.174 0.300 -0.860 0.739
F 2.695 1.800 0.247 -0.094 -0.316 0.106
H -0.752 -2.154 -1.211 0.002 -1.256 -0.934
H 0.806 -0.443 -2.272 -0.599 -0.488 0.740
H -1.723 0.708 1.708 -0.295 0.190 -0.687
H -2.739 -1.175 0.099 1.617 0.997 -0.226
H -1.462 -1.507 1.141 0.777 -0.862 0.811
H 0.556 1.838 -1.438 -0.037 -0.601 0.467
H 2.591 -0.198 1.869 -0.254 0.317 -0.473
```
Positions in Å, forces in eV/Å.

Output
Charge: 0
Max |F|, eV/A: 5.54
Electronic energy, eV: -12029.985

[2]
Molecular formula: C6H7FO
Method: DFT, ωB97M-V/def2-TZVPD

```
15
Properties=species:S:1:pos:R:3:forces:R:3
C -1.934 0.515 0.742 0.157 0.022 0.068
C -0.539 -0.045 0.609 0.407 -0.017 -0.171
C -0.265 -1.249 -0.233 -0.129 0.221 0.110
F 0.646 -2.150 0.232 0.316 -0.028 0.072
C 0.236 0.102 -0.692 -0.056 -0.272 0.111
C 1.695 0.371 -0.862 -0.737 -0.255 -0.774
C 2.693 0.597 -0.062 0.468 0.291 0.756
O 3.631 0.833 0.586 -0.360 -0.150 -0.125
H -1.944 1.586 0.544 -0.058 0.048 -0.010
H -2.300 0.357 1.755 -0.097 -0.029 -0.002
H -2.619 0.023 0.056 -0.083 0.043 -0.105
H 0.068 0.024 1.506 0.064 -0.126 -0.050
H -1.051 -1.766 -0.773 -0.085 0.207 0.030
H -0.343 0.512 -1.515 0.014 0.014 0.094
H 2.027 0.292 -1.893 0.179 0.031 -0.002
```
Positions in Å, forces in eV/Å.

Output
SMILES: C[C@H]1[C@H](F)[C@@H]1C=C=O
Charge: 0
Max |F|, eV/A: 1.10
Electronic energy, eV: -11098.384

[3]
Molecular formula: C6H7FO
Method: DFT, ωB97M-V/def2-TZVPD

```
15
Properties=species:S:1:pos:R:3:forces:R:3
O 0.046 -0.181 -2.235 1.656 -2.741 -0.411
C 0.545 -0.286 -0.881 0.636 -1.527 -1.338
C -0.432 -0.917 0.107 1.222 5.205 3.285
C 0.401 -0.659 1.449 1.527 0.849 0.462
C 0.933 0.672 1.247 -2.707 -1.795 -0.152
F 1.426 1.735 2.016 -0.427 -2.580 -0.908
C 0.293 1.059 -0.161 -0.549 -1.820 2.288
C -1.165 0.524 0.106 -2.572 -1.452 -3.146
H 0.330 -1.054 -2.701 -0.846 2.371 1.119
H 1.525 -0.892 -0.720 -0.938 1.723 -1.017
H -0.935 -1.809 0.130 -1.047 -2.219 -0.579
H 0.455 -1.619 2.192 0.251 3.215 -1.411
H 0.399 2.031 -0.589 0.645 0.409 -0.240
H -1.955 0.473 -0.797 2.245 0.563 1.087
H -1.866 0.923 0.838 0.904 -0.201 0.962
```
Positions in Å, forces in eV/Å.

Output
SMILES: O[C@@H]1[C@H]2C=C(F)[C@@H]1C2
Charge: 0
Max |F|, eV/A: 6.27
Electronic energy, eV: -11095.715